# C69H138F15N5O12S2

A cluster of 10 separate species, C69H138F15N5O12S2 in total (ωB97M-V/def2-TZVPD, the OMol25 dataset).

E_LUMO	-0.60	eV
ΔE to the lowest compared entry with this formula, charge and spin	6.726	eV
gap between HOMO and LUMO	3.7	eV
M	1578.990	g mol⁻¹
highest occupied orbital energy	-4.3	eV
charge	0
energy	-6181.96028	Eh

Structure (XYZ):
```
241
C69H138F15N5O12S2 | the OMol25 dataset | ωB97M-V/def2-TZVPD
S -6.407 -2.398 -2.338
S -1.346 9.134 2.285
F 7.945 -0.366 -4.765
F -0.254 8.345 4.680
F -3.887 -1.796 -3.285
F -0.210 -6.526 11.397
F 3.789 7.023 -4.751
F -4.233 -3.721 -2.362
F 9.432 -0.873 -3.181
F -0.227 -5.264 9.615
F 9.700 -1.170 -5.235
F -1.235 10.353 4.706
F 3.032 9.071 -4.521
F 1.626 7.569 -4.687
F -2.415 8.472 4.730
F -0.791 -4.417 11.406
F -4.804 -3.306 -4.389
O -6.101 -1.731 -1.025
O 7.355 -2.950 -3.051
O -3.349 -5.052 9.906
O -2.669 9.677 1.936
O -3.088 -6.777 11.471
O 2.313 9.038 -7.476
O 2.831 6.797 -7.335
O -7.006 -3.676 -2.162
O -0.134 9.890 1.870
O 7.649 -3.481 -5.250
O -7.154 -1.504 -3.305
O -1.167 7.759 1.829
N 1.956 -8.946 -6.078
N 8.809 9.390 1.934
N -5.569 5.353 -4.872
N -9.533 -4.307 6.069
N 0.218 0.348 3.841
C -1.251 -13.034 -6.391
C 9.144 10.513 0.867
C 12.224 7.303 1.447
C 10.797 11.962 0.071
C -4.105 -7.761 11.126
C -7.255 -7.254 4.485
C -6.110 4.921 -1.017
C 1.108 0.816 5.106
C -9.653 -4.553 7.625
C 8.779 -1.318 -4.351
C -1.205 0.624 4.294
C 0.202 -3.347 2.303
C -2.333 3.421 -8.432
C -6.077 -8.080 4.945
C -2.408 -5.913 10.470
C -5.511 7.289 -6.308
C 7.906 -3.547 -1.907
C 10.916 8.077 1.100
C -8.326 -3.267 5.721
C 1.543 -6.494 -6.304
C 0.451 0.996 2.471
C -1.296 9.113 4.226
C 2.185 -7.690 -6.962
C -2.873 3.292 -6.896
C -8.957 -1.895 5.855
C 5.218 -11.255 -6.564
C 0.785 -9.737 -6.786
C 0.288 1.867 5.903
C 2.595 1.852 1.008
C 1.336 -8.385 -4.788
C 10.238 11.503 1.391
C -9.279 -5.638 5.230
C -0.244 -1.887 2.535
C 3.811 -10.727 -6.836
C 7.684 8.559 1.326
C -7.916 -6.293 5.564
C 8.130 10.048 3.227
C 0.282 -10.964 -5.991
C 6.623 9.830 3.111
C -6.569 6.397 -6.904
C -3.538 4.607 -6.402
C -6.339 5.009 -3.537
C 0.441 -1.211 3.772
C 11.803 5.826 1.669
C -0.919 -5.579 10.737
C 3.258 -9.864 -5.701
C 3.999 5.901 -7.347
C 3.738 1.482 0.133
C 3.002 8.043 -6.686
C 8.259 -2.802 -4.195
C 6.623 8.466 2.454
C 10.072 8.613 2.263
C -11.915 -5.625 7.876
C -10.455 -5.834 8.117
C -5.418 5.001 -2.316
C 1.578 -6.879 -4.800
C -4.720 -2.802 -3.163
C -0.756 -11.678 -6.864
C -6.621 5.168 -5.922
C -4.336 4.396 -5.105
C -5.148 6.849 -4.925
C -10.724 -3.456 5.525
C -1.067 1.958 5.187
C -10.268 -2.065 5.054
C -4.714 -8.260 12.375
C 6.880 -3.580 -0.783
C 1.913 0.768 1.867
C 4.753 6.032 -8.661
C 2.843 7.896 -5.177
H 0.295 -8.451 -4.474
H 10.301 7.577 0.352
H 7.254 9.091 0.477
H 8.255 11.130 3.224
H -7.949 -7.899 3.947
H 1.719 -7.649 -7.946
H -1.627 -0.104 4.986
H -1.598 -11.041 -7.134
H 9.646 12.250 1.920
H 0.008 -3.701 1.291
H -7.528 6.888 -6.739
H 1.228 -10.110 -7.710
H 2.882 2.780 1.504
H -2.159 -6.697 9.756
H 3.252 -7.576 -7.156
H -7.644 5.086 -5.555
H 1.504 -1.442 3.715
H 11.040 11.086 2.000
H 1.929 -5.485 -6.453
H 8.401 9.526 4.145
H -6.345 4.250 -6.441
H -8.624 -4.848 7.834
H 9.624 7.745 2.748
H -4.852 5.928 -2.411
H 1.271 -3.463 2.484
H 0.325 1.780 6.989
H 6.927 7.570 2.996
H -9.985 -2.100 4.002
H 5.700 8.289 1.903
H -5.662 -8.788 12.267
H 0.104 -8.914 -7.003
H 4.533 1.034 0.728
H -12.188 -4.718 8.416
H 11.641 5.278 0.742
H 0.160 -1.720 4.694
H -6.902 5.662 -0.908
H -4.197 4.911 -7.215
H -1.593 -13.584 -7.267
H 9.151 -3.414 -4.063
H 3.092 -11.460 -7.203
H -0.107 -1.292 1.632
H 8.208 10.972 0.550
H -7.110 -5.686 5.975
H 5.713 -11.678 -7.437
H 1.169 -11.558 -5.772
H 7.914 7.544 1.003
H -11.312 -3.360 6.438
H 0.487 -6.320 -6.511
H 1.740 -0.088 1.216
H 6.873 -2.667 -0.189
H -9.974 -3.561 7.942
H -2.097 2.557 -9.053
H -0.305 0.769 1.719
H -10.025 -6.729 7.667
H 5.858 -10.466 -6.170
H 3.107 -10.498 -4.827
H -4.732 4.154 -2.318
H -11.084 -1.346 5.121
H -3.961 -8.821 12.928
H 8.854 -3.123 -1.575
H -5.343 -7.664 5.636
H 6.957 -4.570 -0.333
H 3.442 0.787 -0.653
H 3.468 4.952 -7.416
H -2.103 2.855 -6.261
H -0.351 -11.696 -7.876
H -10.330 -6.024 9.183
H -4.849 3.435 -5.093
H -9.084 -1.535 6.876
H -4.945 -7.232 10.675
H -5.820 8.334 -6.297
H 12.821 7.575 2.318
H 3.905 -10.128 -7.742
H 10.075 12.412 -0.611
H -5.619 7.507 -4.194
H 1.802 2.129 0.313
H 5.190 -11.965 -5.737
H 9.365 9.904 -0.010
H -11.234 -4.022 4.746
H 2.637 0.333 2.556
H 2.042 1.322 4.865
H -1.963 2.095 5.792
H -9.970 -6.463 5.403
H 4.037 8.378 -6.635
H 0.398 2.045 2.763
H 11.587 12.684 0.282
H -12.518 -6.472 8.204
H -3.676 -8.530 10.483
H 3.976 5.693 -9.346
H 4.209 2.257 -0.473
H 5.851 -3.571 -1.142
H -2.017 -12.970 -5.619
H -5.538 -8.365 4.041
H 2.556 -6.632 -4.386
H 1.378 -0.027 5.742
H -9.368 -5.295 4.199
H -1.420 4.015 -8.393
H -6.514 3.912 -0.936
H -6.884 -6.551 3.740
H 4.615 5.686 -6.473
H 11.317 8.946 0.579
H -3.704 4.564 -4.233
H 6.069 9.852 4.050
H 0.838 -6.300 -4.247
H 0.941 2.726 5.749
H -3.641 2.532 -6.751
H 10.990 5.754 2.392
H -0.804 2.861 4.637
H 3.893 -9.033 -5.392
H -2.963 3.890 -9.188
H -7.118 5.768 -3.462
H -4.597 7.190 -6.895
H -6.738 4.035 -3.822
H -6.499 6.008 -7.920
H 12.887 7.122 0.600
H -0.014 -10.704 -4.974
H -6.474 -8.988 5.398
H -5.398 5.006 -0.196
H 11.363 11.242 -0.520
H 1.893 -8.815 -3.956
H -2.862 5.461 -6.371
H -8.503 -1.084 5.286
H -0.486 -13.668 -5.943
H 5.110 7.023 -8.939
H -4.081 6.886 -4.708
H -12.117 -5.561 6.807
H 8.125 -4.596 -2.104
H -5.025 -7.377 12.932
H -1.331 -1.844 2.610
H -0.351 -3.993 2.985
H -8.082 -6.923 6.437
H 6.270 10.612 2.439
H -7.363 -3.274 6.231
H 12.594 5.323 2.226
H -1.844 0.739 3.418
H 5.551 5.306 -8.821
H -8.134 -3.521 4.678
H 10.740 9.054 3.003
```